Entry 1:
Molecular formula: C4H8O3
Method: DFT, ωB97M-V/def2-TZVPD

CARTESIAN COORDINATES (ANGSTROEM)
O1 -1.80 -1.83 -0.78
O2 0.33 -0.94 -1.66
O3 0.91 0.71 2.20
C1 -0.27 -0.18 -0.90
C2 -1.68 -0.47 -0.53
C3 1.22 0.41 0.86
C4 0.43 0.96 -0.31
H1 1.37 -0.68 0.88
H2 -1.91 -0.26 0.52
H3 -0.23 1.73 0.08
H4 1.53 0.19 2.74
H5 -0.96 -1.89 -1.62
H6 2.25 0.78 0.76
H7 -2.35 0.11 -1.19
H8 1.17 1.36 -1.03

Its net charge is 0. The energy above the lowest of the compared OMol25 structures with the same formula, charge and spin comes out at 63.98 kcal/mol. The HOMO energy is -9.89 eV. The SMILES is O=C(CO)CCO. The calculation puts the energy at -10418.2292 eV. Its HOMO-LUMO gap is 10.514 eV.

Entry 2:
Molecular formula: C4H8O3
Method: DFT, ωB97M-V/def2-TZVPD

CARTESIAN COORDINATES (ANGSTROEM)
O1 -1.81 0.30 1.20
O2 0.96 -1.14 -0.72
O3 2.42 -0.13 0.69
C1 2.15 -0.65 -0.37
C2 -0.82 1.13 -0.79
C3 -0.08 -1.05 0.26
C4 -0.57 0.38 0.50
H1 -1.52 0.58 -1.43
H2 2.86 -0.78 -1.20
H3 0.26 -1.51 1.19
H4 -1.63 0.10 2.12
H5 -0.91 -1.64 -0.16
H6 -1.24 2.11 -0.57
H7 0.17 0.92 1.11
H8 0.12 1.27 -1.34

Its net charge is 0. The energy above the lowest of the compared OMol25 structures with the same formula, charge and spin comes out at 22.58 kcal/mol. The HOMO energy is -10.46 eV. The SMILES is C[C@@H](O)COC=O. The calculation puts the energy at -10420.0245 eV. Its HOMO-LUMO gap is 11.264 eV.

Entry 3:
Molecular formula: C4H8O3
Method: DFT, ωB97M-V/def2-TZVPD

CARTESIAN COORDINATES (ANGSTROEM)
O1 -1.62 -0.32 0.64
O2 0.42 0.09 -0.31
O3 -2.53 -1.54 -1.52
C1 2.18 1.26 0.76
C2 -1.21 -1.08 -1.54
C3 -0.80 -0.45 -0.43
C4 0.78 0.70 0.93
H1 2.20 1.97 -0.07
H2 -2.50 -2.50 -1.44
H3 -2.46 -0.68 0.32
H4 2.89 0.46 0.54
H5 2.49 1.77 1.67
H6 0.74 -0.04 1.73
H7 0.06 1.49 1.17
H8 -0.64 -1.14 -2.46

Its net charge is 0. The energy above the lowest of the compared OMol25 structures with the same formula, charge and spin comes out at 46.80 kcal/mol. The HOMO energy is -8.01 eV. The SMILES is CCO/C(O)=C/O. The calculation puts the energy at -10418.9739 eV. Its HOMO-LUMO gap is 8.742 eV.

Entry 4:
Molecular formula: C4H8O3P2
Method: DFT, ωB97M-V/def2-TZVPD

CARTESIAN COORDINATES (ANGSTROEM)
P1 -3.08 -1.00 -0.14
P2 -1.60 0.27 -0.97
O1 -4.45 -1.00 -0.73
O2 -1.90 -1.36 -1.27
O3 -2.90 -1.94 1.04
C1 0.88 -0.56 0.01
C2 1.95 1.97 -0.06
C3 2.10 0.52 0.16
C4 -0.44 0.02 0.48
H1 -0.80 -0.78 1.17
H2 2.33 0.36 1.28
H3 -0.15 1.02 0.95
H4 1.06 2.43 0.26
H5 1.93 2.21 -1.16
H6 1.28 -1.49 0.49
H7 0.88 -0.84 -1.09
H8 2.92 0.19 -0.44

Its net charge is -2. The energy above the lowest of the compared OMol25 structures with the same formula, charge and spin comes out at 33.49 kcal/mol. The HOMO energy is 1.45 eV. The calculation puts the energy at -28996.2518 eV. Its HOMO-LUMO gap is 5.184 eV.

Entry 5:
Molecular formula: C4H8O3Yb
Method: DFT, ωB97M-V/def2-TZVPD

CARTESIAN COORDINATES (ANGSTROEM)
Yb1 0.77 2.14 -1.52
O1 1.56 -0.91 0.73
O2 -0.71 0.59 -0.08
O3 2.38 0.87 -0.39
C1 2.45 0.06 0.53
C2 0.69 -1.34 -0.33
C3 -0.70 -0.82 -0.09
C4 -1.97 1.15 0.26
H1 -1.87 2.24 0.24
H2 -2.73 0.84 -0.46
H3 -2.25 0.84 1.28
H4 -1.37 -1.21 -0.88
H5 0.68 -2.43 -0.29
H6 1.08 -1.04 -1.31
H7 3.06 0.22 1.44
H8 -1.07 -1.18 0.88

Its net charge is +1. The energy above the lowest of the compared OMol25 structures with the same formula, charge and spin comes out at 0.71 kcal/mol. The HOMO energy (alpha / beta) is -9.20 / -12.45 eV. The spin multiplicity is 2. The calculation puts the energy at -41941.9111 eV. Its HOMO-LUMO gap (alpha / beta) is 6.043 / 8.542 eV. Its expectation value of S² is 0.7506.

Entry 6:
Molecular formula: C4H8O4
Method: DFT, ωB97M-V/def2-TZVPD

CARTESIAN COORDINATES (ANGSTROEM)
O1 -1.99 -0.49 0.79
O2 -0.30 1.89 0.51
O3 -1.29 0.23 1.83
O4 -1.36 0.60 -1.17
C1 0.58 -0.75 0.14
C2 1.41 -0.25 -1.03
C3 -1.30 -0.45 -0.45
C4 -0.23 0.94 1.35
H1 0.48 1.06 2.18
H2 2.42 -0.66 -0.99
H3 -1.50 -1.41 -0.94
H4 -0.87 1.49 -0.43
H5 1.48 0.83 -1.02
H6 0.36 -1.81 0.12
H7 0.96 -0.54 -1.98
H8 1.15 -0.68 1.07

Its net charge is 0. The energy above the lowest of the compared OMol25 structures with the same formula, charge and spin comes out at 173.20 kcal/mol. The HOMO energy is -9.54 eV. The calculation puts the energy at -12461.6488 eV. Its HOMO-LUMO gap is 9.427 eV.

Entry 7:
Molecular formula: C4H8O4
Method: DFT, ωB97M-V/def2-TZVPD

CARTESIAN COORDINATES (ANGSTROEM)
O1 -1.76 0.58 -0.75
O2 0.94 -1.46 -0.23
O3 1.23 2.17 -0.03
O4 0.28 -0.10 2.08
C1 -1.38 -0.32 0.25
C2 -0.38 0.68 0.98
C3 0.51 1.07 -0.11
C4 1.10 -0.16 -0.92
H1 0.53 -0.02 -1.95
H2 -2.66 0.26 -1.25
H3 -0.76 -1.20 -0.13
H4 2.14 -1.99 -0.35
H5 -0.52 1.60 1.44
H6 2.09 0.08 -1.24
H7 -2.24 -0.44 0.73
H8 0.89 -0.74 1.49

Its net charge is 0. The energy above the lowest of the compared OMol25 structures with the same formula, charge and spin comes out at 168.01 kcal/mol. The HOMO energy is -9.62 eV. The calculation puts the energy at -12461.8736 eV. Its HOMO-LUMO gap is 9.114 eV.

Entry 8:
Molecular formula: C4H8O5
Method: DFT, ωB97M-V/def2-TZVPD

CARTESIAN COORDINATES (ANGSTROEM)
O1 -3.20 2.94 2.87
O2 -1.91 2.23 2.57
O3 -1.03 -1.29 1.41
O4 -1.99 0.97 1.81
O5 -0.72 0.92 1.03
C1 0.53 -0.78 -1.40
C2 -0.38 -0.39 0.91
C3 0.85 -0.77 0.07
C4 1.78 -0.98 -2.30
H1 -0.02 0.12 -1.73
H2 2.50 -0.16 -2.12
H3 -2.90 3.74 3.36
H4 2.29 -1.94 -2.11
H5 -0.12 -1.65 -1.59
H6 1.50 -0.97 -3.37
H7 1.09 -1.80 0.31
H8 1.75 -0.20 0.29

Its net charge is 0. The energy above the lowest of the compared OMol25 structures with the same formula, charge and spin comes out at 217.33 kcal/mol. The HOMO energy is -10.25 eV. The SMILES is CCCC(=O)OOOO. The calculation puts the energy at -14506.3716 eV. Its HOMO-LUMO gap is 9.707 eV.